(1)
Molecular formula: C3H6N2O2
Method: DFT, ωB97M-V/def2-TZVPD

## Properties
E, a.u.: -377.90153
Total charge: 0
Kohn-Sham gap, eV: 10.10
ΔE to the lowest compared entry with this formula, charge and spin, eV: 1.573
LUMO energy, eV: 0.73
SMILES string: [H]/N=C1/N[C@@H](O)CO1

Last column: Mulliken charge in e.
CARTESIAN COORDINATES (ANGSTROEM)
C (1.05266, -0.49439, -0.35410)  -0.459
O (0.17957, -0.09866, -1.40403)  -0.375
C (-1.01530, 0.29637, -0.84719)  0.521
N (-2.05377, 0.62537, -1.48558)  -0.718
N (-0.85444, 0.27804, 0.51455)  -0.183
C (0.55142, 0.31240, 0.84373)  0.008
O (0.85319, -0.22169, 2.08615)  -0.525
H (0.92311, -1.57463, -0.17135)  0.333
H (0.82260, -1.17846, 1.98200)  0.320
H (2.08176, -0.28247, -0.63991)  0.278
H (-1.91192, 0.46287, -2.47979)  0.267
H (-1.60012, 0.54780, 1.13176)  0.209
H (0.97123, 1.32743, 0.82377)  0.324

---

(2)
Molecular formula: C17H25N3O3
Method: DFT, ωB97M-V/def2-TZVPD

## Properties
E, a.u.: -1052.82611
Total charge: 0
Kohn-Sham gap, eV: 9.01
ΔE to the lowest compared entry with this formula, charge and spin, eV: 1.456
LUMO energy, eV: 0.62
SMILES string: CCOC(=O)N1CCN(CCC(=O)Nc2ccc(C)cc2)CC1

Last column: Mulliken charge in e.
CARTESIAN COORDINATES (ANGSTROEM)
C (-1.31568, -3.35094, -1.34530)  -1.031
C (-2.31065, -3.51703, -0.20482)  -0.344
H (-1.97524, -4.27705, 0.50482)  0.314
H (-3.29802, -3.78146, -0.59669)  0.345
O (-2.41941, -2.31808, 0.55825)  -0.375
C (-3.29703, -1.39920, 0.09043)  0.832
O (-4.03842, -1.58792, -0.84487)  -0.653
N (-3.29964, -0.27045, 0.84557)  0.107
C (-2.24959, 0.05061, 1.78452)  -1.417
H (-1.78464, -0.86671, 2.14035)  0.502
C (-1.21594, 0.95341, 1.10542)  -0.002
N (-1.88563, 2.15351, 0.63882)  0.030
C (-1.01907, 3.23739, 0.24923)  -1.146
C (-0.29844, 3.12017, -1.11807)  -0.806
C (0.53249, 1.85761, -1.26187)  0.354
O (0.24826, 0.97500, -2.04241)  -0.623
N (1.61257, 1.84028, -0.43007)  0.031
C (2.54716, 0.81982, -0.21768)  0.761
C (3.56713, 1.05331, 0.70124)  -0.661
C (4.51318, 0.08111, 0.95917)  -0.877
C (4.46732, -1.14795, 0.31366)  0.779
C (3.44381, -1.37207, -0.59893)  -0.861
C (2.49148, -0.40807, -0.86904)  -0.259
H (1.70888, -0.59837, -1.58384)  0.560
H (3.38974, -2.32141, -1.11198)  0.366
C (5.50573, -2.19621, 0.57412)  -1.420
H (5.98114, -2.04199, 1.53983)  0.362
H (5.06528, -3.19060, 0.55156)  0.360
H (6.27830, -2.15513, -0.19456)  0.289
H (5.29814, 0.28154, 1.67432)  0.347
H (3.61789, 2.00376, 1.21584)  0.348
H (1.75948, 2.66147, 0.14034)  0.184
H (-1.03674, 3.12075, -1.92018)  0.366
H (0.34338, 3.99514, -1.23965)  0.467
H (-1.63178, 4.14495, 0.21633)  0.415
H (-0.28157, 3.36373, 1.04783)  0.489
C (-2.91427, 1.82371, -0.33397)  -0.377
C (-3.95237, 0.91054, 0.32266)  -1.356
H (-4.69968, 0.59475, -0.40550)  0.462
H (-4.43637, 1.43169, 1.15320)  0.388
H (-3.39333, 2.74840, -0.66241)  0.500
H (-2.49754, 1.30330, -1.21069)  0.290
H (-0.44370, 1.23375, 1.82594)  0.493
H (-0.74776, 0.38472, 0.28706)  0.119
H (-2.70306, 0.58460, 2.62513)  0.412
H (-1.20989, -4.29061, -1.88010)  0.423
H (-0.34556, -3.04824, -0.95726)  0.209
H (-1.67035, -2.58956, -2.03569)  0.303

---

(3)
Molecular formula: C29H56Ge2N4OZr
Method: DFT, ωB97M-V/def2-TZVPD

## Properties
E, a.u.: -5633.21854
Total charge: +2
Kohn-Sham gap, eV: 6.85
LUMO energy, eV: -5.88

Last column: Mulliken charge in e.
CARTESIAN COORDINATES (ANGSTROEM)
Zr (-0.53773, -0.01005, -0.34306)  -0.286
C (-3.77374, 1.32813, 0.44917)  0.231
C (-3.71963, -0.10983, 0.94841)  -0.928
N (-2.61438, -0.94874, 0.37656)  -0.156
C (-3.13440, -1.78492, -0.74460)  -0.889
C (-3.27354, -0.94993, -1.99065)  -0.843
N (-1.95414, -0.35488, -2.32749)  1.022
C (-2.02872, 0.50569, -3.54850)  -0.784
C (-1.83572, 1.98361, -3.29933)  -0.916
C (-0.40840, 2.35848, -2.92640)  -0.647
N (-0.11867, 2.20028, -1.47006)  -0.314
C (-0.71504, 3.35601, -0.75082)  -0.964
C (-0.65998, 3.14439, 0.73114)  -0.838
N (-1.45084, 1.94625, 1.09863)  -0.078
C (-2.89854, 2.26135, 1.25071)  -1.240
H (-4.80487, 1.68071, 0.49749)  0.443
H (-3.48153, 1.37904, -0.60506)  -0.458
H (-4.65885, -0.61774, 0.72714)  0.447
H (-3.61197, -0.11686, 2.03393)  0.587
H (-2.32253, -1.59362, 1.10758)  0.219
H (-4.09468, -2.22543, -0.46987)  0.577
H (-2.42714, -2.59307, -0.91338)  0.163
H (-3.99785, -0.14591, -1.86097)  0.615
H (-3.63086, -1.57278, -2.81416)  0.579
H (-1.40230, -1.16111, -2.61501)  -1.308
H (-2.98776, 0.32478, -4.03618)  0.528
H (-1.25793, 0.16177, -4.23708)  0.215
H (-2.54190, 2.33605, -2.54129)  0.206
H (-2.10317, 2.51222, -4.21535)  0.567
H (-0.21370, 3.39897, -3.19476)  0.512
H (0.30062, 1.74638, -3.48444)  0.333
H (0.89282, 2.28799, -1.36708)  0.213
H (-1.75033, 3.45733, -1.07699)  0.427
H (-0.19961, 4.27730, -1.03128)  0.505
H (-1.02626, 4.02699, 1.26004)  0.554
H (0.37140, 2.99225, 1.03401)  0.192
H (-1.11279, 1.64961, 2.00587)  0.154
H (-3.07673, 3.29470, 0.95054)  0.509
H (-3.16084, 2.19653, 2.30920)  0.392
C (0.58579, -4.13220, 3.44954)  -1.048
C (1.54752, -2.94425, 3.56260)  -0.801
Ge (1.84337, -2.02854, 1.86525)  0.615
C (3.59404, -1.14020, 1.83711)  -0.973
C (3.97745, -0.54184, 0.47962)  -0.729
C (2.14000, -3.39308, 0.53170)  -1.347
C (1.80547, -3.47665, -0.75627)  0.869
Ge (0.42098, -2.30800, -1.47431)  1.911
C (-0.72474, -3.39225, -2.69273)  -0.784
C (-0.05538, -4.24685, -3.77582)  -1.201
C (1.32221, -0.82892, -2.53150)  1.247
C (1.29589, -0.91566, -4.05973)  -1.752
C (2.47483, -4.47932, -1.62968)  -0.770
C (3.21136, -4.06589, -2.73786)  0.331
C (3.86995, -4.98841, -3.53504)  -0.966
C (3.78623, -6.34368, -3.24157)  -0.527
C (3.05852, -6.76555, -2.13714)  -0.808
C (2.41327, -5.83778, -1.32951)  -0.123
H (0.51105, -4.67471, 4.39210)  0.396
H (0.91047, -4.84169, 2.68714)  0.264
H (-0.42765, -3.81930, 3.18094)  0.217
H (2.53634, -3.28712, 3.87845)  0.574
H (1.21530, -2.24732, 4.33368)  0.365
H (4.28039, -1.95686, 2.07980)  0.544
H (3.71679, -0.41430, 2.64026)  0.536
H (4.01668, -1.31445, -0.29052)  0.163
H (4.95953, -0.06864, 0.51517)  0.478
H (3.26465, 0.21891, 0.14681)  -0.035
H (2.90768, -4.09198, 0.88340)  0.547
H (-1.48660, -2.77516, -3.18307)  0.386
H (-1.28616, -4.04384, -2.01505)  0.642
H (0.53999, -3.64946, -4.46584)  0.230
H (-0.81952, -4.76268, -4.36011)  0.437
H (0.59906, -5.00160, -3.35184)  0.309
H (2.33769, -0.76960, -2.13728)  0.793
H (0.87356, 0.15611, -2.25741)  -1.128
H (1.99870, -1.67860, -4.39279)  0.426
H (1.58786, 0.02233, -4.53715)  0.443
H (0.32292, -1.21047, -4.45622)  0.214
H (3.28645, -3.00747, -2.96651)  0.441
H (4.45029, -4.65305, -4.38488)  0.439
H (4.29236, -7.06678, -3.86693)  0.423
H (2.99374, -7.81984, -1.90218)  0.430
H (1.83876, -6.17027, -0.47268)  0.454
C (1.55094, 1.33978, 2.28876)  -1.136
O (0.95381, 0.61752, 1.19868)  -0.269
C (0.35413, -0.71463, 1.54214)  1.454
C (-0.52395, -0.67883, 2.79113)  -1.963
H (1.96247, 0.63785, 3.00525)  0.486
H (0.81308, 1.96733, 2.79232)  0.497
H (2.34980, 1.95758, 1.88364)  0.178
H (0.01492, -0.38294, 3.69553)  0.361
H (-0.86839, -1.69707, 2.98287)  0.234
H (-1.42106, -0.05323, 2.73289)  0.487

---

(4)
Molecular formula: C9H15NO2
Method: DFT, ωB97M-V/def2-TZVPD

## Properties
E, a.u.: -557.07589
Total charge: 0
Kohn-Sham gap, eV: 7.79
ΔE to the lowest compared entry with this formula, charge and spin, eV: 2.817
LUMO energy, eV: 0.55

Last column: Mulliken charge in e.
CARTESIAN COORDINATES (ANGSTROEM)
C (3.23639, 0.23090, -0.90412)  -0.755
C (2.74658, 0.18304, 0.52949)  0.723
C (0.51934, -0.49549, -0.20785)  -0.225
C (-0.13244, 0.81881, -0.71653)  -0.715
C (-1.42592, 2.71805, -0.04159)  -0.348
C (-1.25396, -2.14561, -0.61529)  -1.722
C (-0.52716, -1.43897, 0.43094)  0.372
C (-1.33253, -0.58801, 1.40753)  -0.885
C (-2.03272, 0.56168, 0.66699)  -0.743
H (3.52646, -0.76870, -1.35580)  0.264
H (4.15763, 0.94493, -0.96687)  0.261
H (2.40835, 0.59281, -1.53201)  0.225
H (0.99019, -1.00535, -1.06404)  0.510
H (0.46707, 1.47590, -1.35482)  0.210
H (-1.68359, -1.54540, -1.41614)  0.347
H (-0.63998, 3.45701, -0.50825)  0.176
H (-2.35926, 3.11547, 0.36389)  0.248
H (-2.11898, -2.76563, -0.26317)  0.343
H (-0.54714, -2.77901, -1.13972)  0.456
H (0.11219, -2.15721, 0.96606)  0.371
H (-2.05924, -1.20950, 2.03837)  0.348
H (-0.61848, -0.07261, 2.06282)  0.409
H (-2.71998, 0.16037, -0.09090)  0.283
H (-2.58243, 1.08002, 1.43188)  0.507
N (-1.11287, 1.44293, -0.01210)  0.304
O (3.42654, 0.61327, 1.44015)  -0.591
O (1.55593, -0.42370, 0.85106)  -0.371

---

(5)
Molecular formula: C3H7CsNO9S2
Method: DFT, ωB97M-V/def2-TZVPD

## Properties
E, a.u.: -1666.87487
Total charge: -3
Kohn-Sham gap, eV: 2.58
ΔE to the lowest compared entry with this formula, charge and spin, eV: 2.244
LUMO energy, eV: 5.07

Last column: Mulliken charge in e.
CARTESIAN COORDINATES (ANGSTROEM)
Cs (-1.43706, 0.42663, 1.19811)  1.090
S (-4.31769, 0.47118, -0.94242)  1.184
O (-4.23532, -0.10509, 0.44658)  -0.866
O (-4.78660, -0.61072, -1.87616)  -0.808
O (-5.25639, 1.61226, -0.97368)  -0.736
O (-2.93929, 0.91690, -1.34511)  -0.803
S (-1.32592, 4.06719, 1.49194)  1.165
O (-0.50342, 4.94537, 2.39138)  -0.817
O (-2.30783, 4.89129, 0.76186)  -0.725
O (-0.42422, 3.34890, 0.53323)  -0.816
O (-2.03852, 3.03182, 2.32166)  -0.815
C (1.99761, -2.19182, 1.08261)  -1.082
C (1.36718, -1.78126, -0.22682)  0.587
O (0.18600, -1.53762, -0.32031)  -0.623
N (2.20239, -1.61857, -1.29789)  -0.138
C (3.62071, -1.86295, -1.32134)  -0.871
H (2.54456, -1.35722, 1.52669)  0.304
H (2.70037, -3.02234, 0.97410)  0.364
H (1.19884, -2.47391, 1.76160)  0.280
H (1.72145, -1.37066, -2.14858)  0.286
H (4.18428, -1.09691, -0.77791)  0.261
H (3.96716, -1.84264, -2.35385)  0.318
H (3.88171, -2.83983, -0.90568)  0.262

---

(6)
Molecular formula: C37H25N7O6STi
Method: DFT, ωB97M-V/def2-TZVPD

## Properties
E, a.u.: -3507.35400
Total charge: +1
Kohn-Sham gap (alpha / beta), eV: 6.11 / 7.79
2S+1: 2
ΔE to the lowest compared entry with this formula, charge and spin, eV: 1.120
LUMO energy (alpha / beta), eV: -3.54 / -4.11
Expectation value of S²: 0.767

Last column: Mulliken charge in e.
CARTESIAN COORDINATES (ANGSTROEM)
Ti (-1.18702, -1.19984, 0.25800)  -1.853
O (-0.43204, -3.68516, 5.56407)  -0.535
C (-0.69028, -3.33590, 4.30281)  1.128
C (-1.95826, -2.90634, 3.88102)  -0.696
C (-2.10085, -2.53951, 2.56422)  0.202
N (-1.07818, -2.58318, 1.71511)  0.816
C (0.13636, -2.96321, 2.10457)  0.735
C (0.37662, -3.37461, 3.39122)  -1.194
C (1.16466, -2.67236, 1.01081)  0.322
O (2.31050, -3.03654, 1.09697)  -0.708
O (0.64100, -1.93891, 0.05958)  -0.353
C (-3.31646, -1.89604, 1.88649)  0.220
O (-4.36288, -1.73839, 2.46138)  -0.671
O (-3.00549, -1.51564, 0.67542)  -0.312
H (-1.21520, -3.61901, 6.12133)  0.324
H (-2.79878, -2.83953, 4.56066)  0.525
H (1.36524, -3.68460, 3.70173)  0.647
C (-2.57776, 2.72705, 1.74909)  -0.703
C (-2.46357, 1.36033, 1.59348)  -0.201
N (-1.92298, 0.83495, 0.49407)  0.409
C (-1.50359, 1.68607, -0.45965)  0.462
C (-1.60857, 3.06530, -0.26772)  -0.321
N (-2.13725, 3.58089, 0.82279)  -0.511
C (-1.04964, 1.01326, -1.66749)  0.442
C (-0.87100, 1.62762, -2.89069)  -0.990
C (-0.64039, 0.85886, -4.03317)  0.666
C (-0.61271, -0.52725, -3.88288)  -0.804
C (-0.80264, -1.09167, -2.63624)  0.780
N (-0.98962, -0.33602, -1.52835)  0.811
C (-0.97777, -2.51476, -2.37927)  -0.076
C (-0.71327, -3.54232, -3.28435)  -0.377
N (-0.98479, -4.80387, -3.01151)  -0.574
C (-1.52147, -5.06748, -1.82132)  -0.585
C (-1.74610, -4.07135, -0.88843)  -0.068
N (-1.47200, -2.79619, -1.15737)  0.586
C (-0.52068, 1.49124, -5.36058)  0.273
C (0.33947, 0.99496, -6.33526)  -0.551
C (0.39370, 1.63405, -7.56516)  -0.416
N (-0.34142, 2.69646, -7.87052)  -0.582
C (-1.17151, 3.16370, -6.94517)  -0.457
C (-1.29665, 2.60342, -5.68351)  -0.518
H (-3.03086, 3.15990, 2.63116)  0.408
H (-2.83718, 0.67457, 2.34277)  0.406
H (-1.26360, 3.76700, -1.01824)  0.405
H (-0.92803, 2.70407, -2.96739)  0.666
H (-0.50065, -1.15810, -4.75352)  0.632
H (-0.26257, -3.34040, -4.24880)  0.387
H (-1.76136, -6.10174, -1.61393)  0.415
H (-2.15473, -4.30015, 0.08549)  0.425
H (0.97674, 0.14303, -6.13496)  0.494
H (1.06171, 1.27956, -8.34192)  0.379
H (-1.76799, 4.02357, -7.22835)  0.376
H (-2.01489, 3.00509, -4.98100)  0.484
O (-0.00938, -0.16749, 1.81602)  -0.254
S (1.20455, 0.42256, 1.09997)  0.089
C (1.19938, 2.16382, 1.55581)  0.779
C (0.72740, 2.60047, 2.78218)  -0.277
C (0.74631, 3.95830, 3.06114)  -0.861
C (1.23282, 4.85914, 2.12287)  -0.426
C (1.71506, 4.40961, 0.90188)  -0.786
C (1.69166, 3.05448, 0.61052)  -0.357
C (2.62869, -0.01687, 2.09143)  0.583
C (3.87369, 0.12637, 1.50034)  -0.342
C (5.00360, -0.17315, 2.24243)  -0.865
C (4.87263, -0.62235, 3.54997)  -0.486
C (3.61645, -0.77531, 4.11981)  -0.988
C (2.47897, -0.47209, 3.38759)  -0.077
H (0.35416, 1.88786, 3.50769)  0.417
H (0.38470, 4.31776, 4.01554)  0.466
H (1.23359, 5.91857, 2.34182)  0.439
H (2.10452, 5.11119, 0.17578)  0.467
H (2.05816, 2.68150, -0.34026)  0.428
H (3.95601, 0.45858, 0.47182)  0.467
H (5.98349, -0.06887, 1.79721)  0.435
H (5.75742, -0.86342, 4.12386)  0.426
H (3.52394, -1.13402, 5.13630)  0.459
H (1.48889, -0.59154, 3.81076)  0.495

---

(7)
Molecular formula: C4H5O3
Method: DFT, ωB97M-V/def2-TZVPD

## Properties
E, a.u.: -380.77901
Total charge: +1
Kohn-Sham gap, eV: 10.69
ΔE to the lowest compared entry with this formula, charge and spin, eV: 1.327
LUMO energy, eV: -5.30

Last column: Mulliken charge in e.
CARTESIAN COORDINATES (ANGSTROEM)
C (-0.84312, -0.12937, -0.08119)  0.776
C (1.26695, -0.62796, 0.27949)  -0.359
C (1.10547, 0.94151, 0.16223)  -0.258
C (-2.32686, -0.16553, -0.44132)  0.053
O (-0.09521, -1.12579, 0.11439)  -0.248
O (-0.32785, 1.04446, -0.01823)  -0.237
O (-3.11467, 0.18727, 0.39027)  -0.317
H (1.93057, -1.17464, -0.40720)  0.312
H (1.71635, -1.04440, 1.13366)  0.329
H (1.27903, 1.41177, 1.02218)  0.347
H (1.73880, 1.25176, -0.60848)  0.304
H (-2.32947, -0.56908, -1.54580)  0.298